Entry 1:
The molecule C6H4O, computed with ωB97M-V/def2-TZVPD.

Results
* largest force on an atom: 0.58 eV/Å
* highest occupied orbital energy: -9.2 eV
* ΔE to the lowest compared entry with this formula, charge and spin: 96.1 kcal/mol
* calculated total energy: -306.05836 a.u.
* total charge: 0

Atoms and positions in Å:
C1 -1.80068 -1.71566 -2.64653
C2 -1.19409 -1.08015 -1.82215
C3 -0.40515 -0.67409 -0.70978
C4 -0.25178 0.45950 -0.05372
C5 0.32953 0.99244 0.97966
C6 1.43616 1.46139 1.76319
O1 0.11551 1.14968 2.30753
H1 -2.31047 -2.31369 -3.36471
H2 0.15386 -1.51350 -0.29356
H3 1.72145 2.50610 1.82751
H4 2.20566 0.72799 2.01256

---

Entry 2:
The molecule C6H4O, computed with ωB97M-V/def2-TZVPD.

Results
* largest force on an atom: 0.64 eV/Å
* highest occupied orbital energy: -10.4 eV
* ΔE to the lowest compared entry with this formula, charge and spin: 96.3 kcal/mol
* calculated total energy: -306.05802 a.u.
* total charge: 0

Atoms and positions in Å:
C1 -2.33844 -0.15609 -0.69427
C2 -0.98034 0.19432 -0.27538
C3 0.14939 0.42036 0.09181
C4 1.47376 0.69535 0.62998
O1 1.76318 1.73593 1.17286
C5 1.95178 -1.57230 0.65240
C6 2.51220 -0.40065 0.53040
H1 -2.74595 0.57019 -1.40504
H2 -3.00690 -0.18691 0.17264
H3 -2.34563 -1.14277 -1.16666
H4 3.56516 -0.12213 0.56738

---

Entry 3:
The molecule C6H4O, computed with ωB97M-V/def2-TZVPD.

Results
* largest force on an atom: 0.46 eV/Å
* highest occupied orbital energy: -8.6 eV
* ΔE to the lowest compared entry with this formula, charge and spin: 18.7 kcal/mol
* calculated total energy: -306.18168 a.u.
* total charge: 0

Atoms and positions in Å:
C1 3.01073 0.03033 -0.31849
C2 1.81718 -0.04400 -0.16841
C3 0.40380 -0.06395 -0.00833
C4 -0.48349 0.91906 0.31373
C5 -1.77985 0.32287 0.25800
C6 -1.57573 -0.97463 -0.08648
O1 -0.25902 -1.22998 -0.25218
H1 4.06707 0.10105 -0.46416
H2 -0.23285 1.94414 0.54767
H3 -2.73029 0.80569 0.43753
H4 -2.23755 -1.81058 -0.25888

---

Entry 4:
The molecule C6H4O, computed with ωB97M-V/def2-TZVPD.

Results
* largest force on an atom: 0.65 eV/Å
* highest occupied orbital energy: -10.2 eV
* ΔE to the lowest compared entry with this formula, charge and spin: 54.0 kcal/mol
* calculated total energy: -306.12550 a.u.
* total charge: 0

Atoms and positions in Å:
C1 1.56742 -2.15712 0.08583
C2 0.61666 -1.05373 0.00298
C3 -0.21369 -0.17681 -0.01687
C4 -1.35735 0.70242 0.15088
O1 -2.41064 0.28247 0.58865
C5 -1.21319 2.11420 -0.18449
C6 -1.20430 3.29976 -0.40072
H1 1.14637 -3.05008 -0.38718
H2 1.75465 -2.39332 1.13919
H3 2.52189 -1.92057 -0.39197
H4 -1.20782 4.35277 -0.58629

---

Entry 5:
The molecule C6H4O, computed with ωB97M-V/def2-TZVPD.

Results
* largest force on an atom: 0.59 eV/Å
* highest occupied orbital energy: -8.2 eV
* ΔE to the lowest compared entry with this formula, charge and spin: 70.8 kcal/mol
* calculated total energy: -306.09877 a.u.
* total charge: 0

Atoms and positions in Å:
C1 -1.86222 -1.14422 0.89002
C2 -2.00978 0.09485 0.99392
C3 -0.63730 0.18445 0.33321
C4 -0.20402 0.07541 -0.95993
C5 1.18533 0.41561 -0.94482
C6 1.49249 0.67931 0.34794
O1 0.39871 0.53546 1.14217
H1 -1.75862 -2.21141 0.82946
H2 -0.81786 -0.18734 -1.80990
H3 1.86154 0.45483 -1.78682
H4 2.39880 0.97898 0.85351

---

Entry 6:
The molecule C6H4O3 in a non-equilibrium geometry, computed with ωB97M-V/def2-TZVPD.

Results
* largest force on an atom: 5.09 eV/Å
* highest occupied orbital energy: -8.5 eV
* ΔE to the lowest compared entry with this formula, charge and spin: 112.0 kcal/mol
* calculated total energy: -456.52442 a.u.
* total charge: 0

Atoms and positions in Å:
C1 -1.65407 1.74290 0.41452
C2 -1.32542 1.08073 -0.55897
C3 0.46932 0.64101 1.00746
C4 1.16040 -2.02985 -1.44416
C5 1.27583 -1.21148 -0.46337
C6 0.40790 -0.10119 -0.09264
O1 0.54747 0.98254 2.15806
O2 -0.45480 0.29586 -1.05503
O3 -2.49512 2.44013 1.20563
H1 1.70572 -2.94148 -1.46347
H2 0.28248 -1.97522 -2.00260
H3 2.05173 -1.46266 0.31930
H4 -1.97145 2.53873 1.97527

---

Entry 7:
A structure of composition C6H4O6Pb in a non-equilibrium geometry, computed with ωB97M-V/def2-TZVPD.

Results
* largest force on an atom: 12.49 eV/Å
* highest occupied orbital energy: -16.1 eV
* ΔE to the lowest compared entry with this formula, charge and spin: 143.5 kcal/mol
* calculated total energy: -874.24031 a.u.
* total charge: +2

Atoms and positions in Å:
O1 3.16807 2.33439 -0.81668
C1 2.27101 1.67361 -0.58563
Pb1 0.19542 0.16114 -0.06177
O2 1.47993 -1.29401 2.56250
C2 1.01097 -0.76154 1.60877
C3 -0.97487 0.79175 -1.61412
O3 -1.64305 1.17429 -2.52350
C4 0.78797 -1.45786 -1.19712
O4 1.14333 -2.38165 -1.85640
C5 -0.76831 1.47591 1.18701
O5 -1.30517 2.25854 1.89705
C6 -1.44143 -2.53282 0.98421
O6 -1.89204 -1.26363 0.37714
H1 -0.68015 -2.97179 0.36944
H2 -2.36920 -3.01882 0.90495
H3 -1.12912 -2.31357 1.99545
H4 -2.31193 -0.66483 0.95220

---

Entry 8:
A cluster of 22 separate species, C6H55BrN3O25P2S in total in a non-equilibrium geometry, computed with ωB97M-V/def2-TZVPD.

Results
* largest force on an atom: 3.09 eV/Å
* highest occupied orbital energy: -11.9 eV
* calculated total energy: -5961.38156 a.u.
* total charge: +1

Atoms and positions in Å:
N1 1.34004 -2.25947 0.53553
C1 1.37065 -0.81966 0.82511
N2 2.39615 -0.41249 1.83908
C2 3.51024 -0.92137 1.59803
O1 4.45590 -1.51361 1.27512
N3 -0.04902 -0.59969 1.33705
C3 -0.97723 -0.19153 0.20906
Br1 -1.69107 1.63400 0.42898
C4 -2.29216 -1.13321 -0.03525
O2 -3.43447 -0.27524 -0.18308
O3 -3.96274 -0.37190 -1.45583
C5 -0.03774 -0.30453 -1.08823
P1 -0.56946 0.57826 -2.66972
S1 -0.70046 -0.68416 -4.16876
C6 1.34446 0.18186 -0.43402
P2 2.87264 0.28275 -1.50501
O4 3.33867 -1.07258 -2.03875
H1 1.62196 -2.82221 1.34420
H2 1.86571 -2.49351 -0.31396
H3 -0.16331 0.01679 2.17868
H4 -0.38726 -1.56276 1.52026
H5 -2.17955 -1.79077 -0.95170
H6 -2.50153 -1.78798 0.87115
H7 -3.90614 0.53497 -1.84207
H8 -0.11826 -1.39328 -1.38275
H9 0.33485 1.62485 -3.04524
H10 -1.89660 1.05879 -2.42375
H11 1.23295 1.22719 0.01183
H12 3.92512 0.97929 -0.81047
H13 2.49369 1.04981 -2.66554
O5 -6.59174 -0.92941 0.90076
H14 -6.42269 -0.55794 1.77606
H15 -5.75354 -0.81460 0.43541
O6 -0.61916 1.27624 3.86521
H16 -0.32227 2.10609 4.25858
H17 -0.51963 0.63276 4.57866
O7 -0.45143 2.18049 -6.12076
H18 -0.56104 1.55253 -5.39768
H19 0.25703 1.79688 -6.65395
O8 -3.51694 -3.78873 -1.13957
H20 -3.98234 -3.05660 -1.56576
H21 -2.95954 -4.15001 -1.84010
O9 0.77310 -0.66825 -7.04327
H22 0.66239 -1.29518 -6.31488
H23 1.48811 -1.04881 -7.57380
O10 3.62671 -1.56283 -7.91602
H24 4.51263 -1.25729 -8.14198
H25 3.77861 -2.36766 -7.40587
O11 -5.80172 1.43326 2.89952
H26 -6.68451 1.71188 3.17445
H27 -5.25020 2.20227 3.08164
O12 -0.59081 -2.58324 -8.85058
H28 -0.23038 -1.95888 -8.20357
H29 -0.06391 -2.43101 -9.64324
O13 -3.20692 2.46127 -4.58548
H30 -3.47198 3.32436 -4.92432
H31 -2.43345 2.23276 -5.11801
O14 5.10866 -0.34066 -4.37647
H32 4.98337 -0.96413 -3.64670
H33 5.81864 -0.73036 -4.90066
O15 0.91404 0.93882 6.38797
H34 1.09930 1.29879 7.26296
H35 1.74852 1.04752 5.90916
O16 -8.11972 0.58856 4.96564
H36 -7.70661 -0.24090 5.23295
H37 -8.46656 0.40324 4.08433
O17 -2.34994 0.82908 6.45381
H38 -2.27750 -0.01176 5.98857
H39 -1.43339 1.08981 6.61170
O18 -0.01761 -4.78488 1.85866
H40 0.40165 -5.61281 2.12399
H41 -0.36711 -4.97226 0.97883
O19 3.65477 1.79253 6.63057
H42 3.84193 2.15280 7.50356
H43 4.48482 1.90035 6.15223
O20 1.71689 -3.47477 -3.80556
H44 1.99860 -2.63322 -3.41984
H45 1.82268 -4.10855 -3.08693
O21 1.67901 4.52306 6.69815
H46 2.24791 3.74178 6.73497
H47 1.81906 4.87292 5.81116
O22 4.93492 3.90244 6.91963
H48 5.71456 4.06959 7.46483
H49 5.02683 4.52389 6.18727
O23 6.20592 1.20908 -1.74674
H50 6.61601 0.38042 -1.47067
H51 5.86557 1.01775 -2.63421
O24 5.21898 1.66019 3.50047
H52 5.45804 1.92450 2.60360
H53 4.46700 1.06931 3.37963
O25 -8.36279 0.91889 -0.41365
H54 -7.94278 0.08896 -0.13933
H55 -8.70406 0.73107 -1.29536

---

Entry 9:
A structure of composition C6H5As2BrCl3CuF20O in a non-equilibrium geometry, computed with ωB97M-V/def2-TZVPD.

Results
* largest force on an atom: 4.27 eV/Å
* highest occupied orbital energy: -2.4 eV
* calculated total energy: -12371.10955 a.u.
* total charge: -2

Atoms and positions in Å:
Cu1 2.02410 1.07830 0.90874
As1 5.73974 -0.55421 1.17714
F1 6.86868 0.83392 0.89178
F2 5.84400 -0.23146 2.92776
F3 4.57397 -1.89293 1.36878
F4 5.65667 -0.96107 -0.57582
F5 7.00671 -1.76728 1.30072
F6 4.29955 0.53777 1.09050
As2 2.01724 -1.79122 -1.70105
F7 1.76979 -3.45408 -2.37740
F8 1.57224 -1.15694 -3.36645
F9 2.06539 -0.10800 -1.08587
F10 2.50422 -2.36746 -0.06631
F11 3.79618 -1.73852 -2.25036
F12 0.28991 -1.74385 -1.26056
Br1 1.71773 -1.05474 2.96487
C1 -3.50061 -0.06614 0.82799
C2 -3.03502 1.33271 0.29351
C3 -1.60016 1.19985 -0.32672
F13 -1.10660 2.40575 -0.61260
F14 -0.72778 0.47163 0.46718
F15 -3.93144 1.77736 -0.62364
F16 -2.93177 2.15755 1.39040
O1 -4.31629 -0.74931 -0.15100
C4 -4.19869 -2.18004 -0.02744
C5 -5.30037 -2.70712 -0.99040
F17 -5.29732 -3.97595 -1.08019
F18 -6.52397 -2.44004 -0.50428
F19 -2.99252 -2.50162 -0.51441
F20 -4.48572 -2.64777 1.25777
H1 -4.31039 0.09269 1.54010
H2 -2.78118 -0.72092 1.31970
H3 -1.62649 0.68036 -1.28461
H4 -5.07283 -2.22900 -1.94316
C6 1.18819 5.32141 0.27293
Cl1 2.60839 5.98316 -0.54044
Cl2 1.42124 3.62496 0.71507
Cl3 -0.30760 5.66279 -0.63550
H5 1.08279 5.87946 1.20328

---

Entry 10:
A structure of composition C6H5BeO6 in a non-equilibrium geometry, computed with ωB97M-V/def2-TZVPD.

Results
* largest force on an atom: 4.60 eV/Å
* highest occupied orbital energy: -13.6 eV
* ΔE to the lowest compared entry with this formula, charge and spin: 0.0 kcal/mol
* calculated total energy: -697.51210 a.u.
* total charge: +1

Atoms and positions in Å:
O1 1.52351 1.42101 -5.08693
C1 0.89122 1.21871 -4.18098
Be1 -0.04674 -0.31271 -0.15778
O2 -1.61084 1.47215 -2.11553
C2 -1.18432 0.65359 -1.42750
C3 -1.99087 -0.67737 1.16900
O3 -2.60274 -0.37063 2.07261
C4 0.78047 -1.77626 0.70576
O4 1.46771 -2.40140 1.38802
C5 -1.07159 -2.01879 -1.11547
O5 -1.35127 -2.87756 -1.80869
H1 0.85021 -0.63974 -1.18269
C6 0.93180 0.89331 2.27488
O6 0.37168 1.04527 0.91160
H2 1.88148 0.40112 2.12927
H3 0.31603 0.23335 2.88981
H4 1.01853 1.89694 2.71694
H5 -0.17430 1.83901 0.81767

---

Entry 11:
A cluster of 2 separate species, C6H5Br2NO2 in total in a non-equilibrium geometry, computed with ωB97M-V/def2-TZVPD.

Results
* largest force on an atom: 3.41 eV/Å
* highest occupied orbital energy (alpha / beta): -7.3 / -7.3 eV
* ΔE to the lowest compared entry with this formula, charge and spin: 38.8 kcal/mol
* calculated total energy: -5584.74849 a.u.
* total charge: 0

Atoms and positions in Å:
C1 -1.86866 1.31374 -0.07418
C2 -0.93969 1.99853 -0.75048
C3 -1.46767 -0.12873 -0.13608
C4 0.26209 1.07924 -0.98572
C5 1.61331 -1.13883 1.74811
C6 0.50077 -1.41417 -0.82055
N1 -0.19758 -0.23017 -0.66737
O1 -2.19773 -1.06372 0.16285
O2 1.33837 1.39038 -1.36414
Br1 0.43587 0.15108 2.31269
Br2 1.97644 -1.50957 -1.93775
H1 -2.70368 1.79841 0.32172
H2 -0.88200 3.16163 -0.78983
H3 2.63388 -0.84166 1.39296
H4 1.54585 -2.24566 2.04821
H5 -0.04956 -2.32051 -0.46045

---

Entry 12:
The molecule C6H5BrN2S in a non-equilibrium geometry, computed with ωB97M-V/def2-TZVPD.

Results
* largest force on an atom: 9.11 eV/Å
* highest occupied orbital energy (alpha / beta): -8.1 / -8.1 eV
* ΔE to the lowest compared entry with this formula, charge and spin: 81.6 kcal/mol
* calculated total energy: -3313.13566 a.u.
* total charge: 0

Atoms and positions in Å:
C1 -0.21234 -1.80497 -0.65664
C2 1.19055 -1.74576 -0.29922
C3 -1.14185 -0.87041 -0.38342
C4 -0.30840 2.42909 0.56118
C5 1.75876 -0.58552 0.24102
C6 -0.21188 1.01985 0.65224
N1 -1.49243 2.81719 0.18014
N2 -1.11255 0.24650 0.35408
S1 -2.87008 2.04412 -0.02219
Br1 3.62465 -0.45288 0.48302
H1 -0.53552 -2.80808 -1.20173
H2 1.77489 -2.64280 -0.54741
H3 -2.13725 -1.07013 -0.81642
H4 0.37444 3.21236 0.92833
H5 1.29901 0.21145 0.52703

---

Entry 13:
A structure of composition C6H5CeN2O5S in a non-equilibrium geometry, computed with ωB97M-V/def2-TZVPD.

Results
* largest force on an atom: 9.18 eV/Å
* highest occupied orbital energy (alpha / beta): -21.4 / -21.4 eV
* ΔE to the lowest compared entry with this formula, charge and spin: 0.0 kcal/mol
* calculated total energy: -1589.37881 a.u.
* total charge: +3

Atoms and positions in Å:
O1 1.66750 1.88307 -5.92566
C1 1.30836 1.53244 -4.89938
Ce1 0.26508 0.15776 -1.12933
O2 -1.64131 2.31853 -3.52752
C2 -0.95965 1.69744 -2.81951
C3 -1.74988 -0.08189 0.15079
O3 -2.76695 -0.15694 0.71805
C4 1.41160 -1.87609 -0.28502
O4 1.98834 -2.74807 0.21617
C5 -0.76417 -1.79255 -2.48503
O5 -1.23558 -2.68505 -3.05047
H1 1.33774 -0.19983 -2.59757
N1 -0.16674 1.27799 3.66323
C6 0.31038 0.34319 2.82098
N2 0.00528 -0.94549 3.09158
S1 1.22189 0.85254 1.42344
H2 -0.33667 1.10200 4.65008
H3 0.01914 2.24589 3.42779
H4 0.35771 -1.71781 2.52635
H5 -0.27208 -1.20713 4.03105